No. 1
Here is a cluster of 2 separate species, C4H13N3O in total in a non-equilibrium geometry from the OMol25 dataset. Energies are from the ωB97M-V functional and the def2-TZVPD basis.

```
21
Properties=species:S:1:pos:R:3:forces:R:3:mulliken_spin:R:1
C 2.34708 -1.64907 1.18469 -1.184 -0.334 -1.178 0.26
C 0.83790 -1.80393 0.93353 -0.345 0.117 -0.028 -0.06
C 0.38614 -0.76956 -0.09287 -0.403 -0.981 -0.384 0.99
N -1.05259 -0.92103 -0.45842 0.903 1.003 2.304 -0.61
C -1.59489 0.37839 -0.80594 -0.721 -1.372 -0.835 1.57
N -2.37011 0.85894 0.21359 -0.152 0.192 0.262 0.11
N -1.41328 0.82261 -1.95297 1.184 -1.157 -1.165 -0.14
H 2.76197 -2.47319 1.75977 0.136 0.356 0.442 -0.12
H 2.79460 -1.68950 0.18758 0.321 -0.004 0.089 -0.01
H 2.47891 -0.63547 1.54121 0.589 -0.004 0.605 -0.13
H 0.54119 -2.80775 0.62699 0.258 -0.140 -0.274 0.00
H 0.21358 -1.62456 1.80921 0.253 0.078 0.355 0.06
H 0.92345 -0.87667 -1.03935 0.507 0.146 0.181 0.15
H 0.61575 0.20815 0.30513 -0.345 0.429 0.061 -0.02
H -1.03198 -1.60409 -1.16912 -0.583 -0.150 -1.374 -0.02
H -2.37084 0.37594 1.10011 0.355 -0.144 -0.203 -0.26
H -2.30451 1.84598 0.30390 -0.198 0.995 0.120 -0.43
H -1.64338 1.46807 -2.67441 -0.620 0.853 1.001 -0.30
H 1.98350 1.71876 0.28517 -0.230 0.072 -0.509 -0.04
H 1.43317 3.16100 -0.10415 -0.071 -0.470 -0.132 -0.38
O 1.91172 2.63741 0.56456 0.346 0.515 0.660 0.39
```
Forces are in eV/Å.

As for the HOMO energy (alpha / beta): 1.189 / -5.237 eV. Its relative energy (zero: lowest compared OMol25 entry of this formula, charge and spin) is 1.027 eV. As for the HOMO-LUMO gap (alpha / beta): 2.715 / 8.943 eV. As for the multiplicity: 2. The charge is -1. The value obtained for the max |F| is 2.67 eV Å⁻¹.

---

No. 2
Here is a structure of composition C5H7AgO4 in a non-equilibrium geometry from the OMol25 dataset. Energies are from the ωB97M-V functional and the def2-TZVPD basis.

```
17
Properties=species:S:1:pos:R:3:forces:R:3:mulliken_spin:R:1
H 3.21183 -0.66734 -0.39357 0.042 0.355 0.338 0.01
Ag 2.57447 2.53680 -0.39810 -0.272 3.554 -0.849 0.29
O 3.31419 1.09945 0.64239 0.953 -0.492 1.190 0.55
O 1.72499 -0.55269 0.98925 0.821 0.163 -0.401 0.03
C 0.39250 -0.11307 0.77933 -0.421 0.123 0.104 -0.01
C 0.37072 0.20306 -0.70637 -0.268 0.139 0.492 0.02
O 1.71153 0.73381 -0.89374 0.326 -0.964 -0.528 0.11
C 2.60687 0.10212 0.11729 -1.624 -2.927 -0.253 -0.01
H -0.29022 -0.92341 1.05740 0.244 0.303 -0.028 0.00
H 0.17897 0.78450 1.38075 -0.024 -0.210 -0.082 0.00
H -0.34363 0.98175 -0.99096 0.151 -0.347 -0.010 0.00
H 0.27768 -0.70334 -1.31795 0.075 0.326 0.058 0.01
H -2.96856 -0.88148 -1.46090 -0.017 -0.117 0.397 0.00
O -3.99796 0.57113 1.12712 0.420 -0.665 -0.517 0.00
C -2.87384 -1.03918 -0.38586 0.151 -0.023 -0.048 0.00
C -3.48330 -0.19967 0.42652 -0.291 0.529 0.313 0.00
H -2.40625 -1.93244 0.02740 -0.266 0.254 -0.174 0.00
```
Forces are in eV/Å.

As for the HOMO energy (alpha / beta): -12.274 / -12.271 eV. Its relative energy (zero: lowest compared OMol25 entry of this formula, charge and spin) is 1.831 eV. As for the HOMO-LUMO gap (alpha / beta): 6.527 / 4.150 eV. As for the multiplicity: 2. The charge is +1. The value obtained for the max |F| is 3.66 eV Å⁻¹.